Record 1
The following is a DFT calculation (ωB97M-V with the def2-TZVPD basis set) of a cluster of 5 separate species, C20H39N4O4S in total in a non-equilibrium geometry.

As for the total charge: +1. The LUMO energy comes out at -3.4 eV. Its HOMO energy is -10.6 eV.

Each line ends with the natural charge from an NBO analysis.
CARTESIAN COORDINATES (ANGSTROEM)
1 S 0.830 -1.924 1.592  0.397
2 O -3.220 0.826 -6.461  -0.636
3 O 0.143 1.692 -2.985  -0.604
4 O 3.625 -2.770 4.877  -0.662
5 O -4.276 1.488 -1.658  -0.625
6 N 2.029 -4.296 5.425  -0.422
7 N -1.090 -0.078 -2.262  -0.431
8 N -3.298 2.566 0.090  -0.433
9 N -3.245 3.103 -6.488  -0.427
10 C 2.737 -3.170 5.616  0.532
11 C 4.562 1.353 2.511  -0.172
12 C -1.224 -1.169 -1.326  -0.384
13 C 2.324 -5.118 4.262  -0.408
14 C 4.405 -1.005 2.064  0.036
15 C -3.020 1.887 -7.023  0.533
16 C -3.764 3.189 -5.135  -0.415
17 C 4.947 -2.396 2.277  -0.666
18 C -2.985 4.326 -7.223  -0.398
19 C -2.134 0.124 -3.262  -0.415
20 C -3.913 1.684 1.066  -0.416
21 C -0.033 0.754 -2.238  0.532
22 C 3.265 -0.726 1.335  -0.120
23 C -2.429 3.633 0.547  -0.398
24 C 2.794 0.563 1.191  -0.214
25 C 3.432 1.621 1.769  -0.202
26 C 5.031 0.081 2.640  -0.182
27 C -3.558 2.365 -1.218  0.524
28 C 2.441 -1.820 0.685  -0.478
29 C 0.984 -4.720 6.345  -0.404
30 H 4.526 -3.139 1.595  0.187
31 H -2.557 1.111 -3.141  0.222
32 H 2.445 -2.620 6.524  0.128
33 H -2.984 4.304 1.205  0.203
34 H 3.365 -5.440 4.293  0.231
35 H -3.070 2.704 -4.448  0.205
36 H 2.257 -1.647 -0.376  0.275
37 H 1.234 -5.698 6.757  0.213
38 H 3.007 2.610 1.645  0.232
39 H -0.367 -1.188 -0.650  0.153
40 H -1.584 3.211 1.098  0.183
41 H 1.674 -5.988 4.247  0.222
42 H -4.998 1.741 0.982  0.227
43 H 0.884 -4.007 7.160  0.221
44 H -3.890 4.231 -4.852  0.203
45 H -2.140 -1.044 -0.743  0.206
46 H 0.695 0.503 -1.437  0.062
47 H -2.915 -0.621 -3.146  0.218
48 H -2.628 1.935 -8.053  0.109
49 H 1.881 0.749 0.622  0.197
50 H -2.049 4.202 -0.299  0.222
51 H -2.602 4.100 -8.215  0.214
52 H -1.704 0.052 -4.261  0.232
53 H 2.174 -4.536 3.348  0.169
54 H -2.247 4.927 -6.686  0.196
55 H -4.723 2.674 -5.073  0.222
56 H -3.610 1.973 2.070  0.203
57 H 2.873 -2.808 0.844  0.268
58 H 6.027 -2.366 2.119  0.240
59 H -3.610 0.653 0.874  0.197
60 H 0.033 -4.788 5.813  0.198
61 H -3.045 3.088 -1.876  0.117
62 H -1.270 -2.117 -1.868  0.210
63 H -3.909 4.899 -7.321  0.198
64 H 0.521 -0.650 1.935  0.213
65 H 4.696 -2.735 3.293  0.292
66 H 5.076 2.169 3.008  0.231
67 H 5.936 -0.059 3.224  0.229
68 H 1.240 -2.450 2.774  0.209

***

Record 2
The following is a DFT calculation (ωB97M-V with the def2-TZVPD basis set) of a structure of composition C20H39NO6 in a non-equilibrium geometry.

The LUMO energy comes out at 0.6 eV. Its HOMO energy is -8.9 eV. The calculation puts the energy above the lowest of the compared OMol25 structures with the same formula, charge and spin at 474.9 kcal per mole.

Each line ends with the natural charge from an NBO analysis.
CARTESIAN COORDINATES (ANGSTROEM)
1 O -0.355 -4.006 -0.785  -0.833
2 O 1.669 -2.902 2.792  -0.673
3 O 1.115 -0.849 -1.282  -0.502
4 O 3.150 -0.020 -0.778  -0.554
5 O -2.014 -2.305 -2.497  -0.734
6 O 1.815 -4.387 0.820  -0.774
7 N 2.098 -1.268 1.072  -0.580
8 C 0.410 -1.789 -1.692  -0.073
9 C 1.848 2.503 0.026  -0.391
10 C -1.262 1.724 1.217  -0.405
11 C 3.697 2.352 -1.633  -0.397
12 C 2.540 -1.305 -1.095  0.401
13 C -4.558 -0.443 -0.454  -0.375
14 C 0.338 -2.729 -0.706  0.210
15 C 1.838 -3.155 -0.249  0.075
16 C 3.379 0.701 -2.140  -0.102
17 C 1.422 -0.515 3.348  -0.731
18 C -5.219 -1.701 0.466  -0.592
19 C 1.807 -1.576 2.461  0.694
20 C 0.652 3.526 0.398  -0.403
21 C 2.579 3.348 -1.079  -0.406
22 C -0.203 2.914 1.460  -0.335
23 C -3.793 0.354 0.403  -0.436
24 C 2.629 -1.940 0.043  -0.233
25 C -1.139 -1.302 -1.733  -0.086
26 C -3.240 1.360 -0.540  -0.382
27 C -2.465 2.416 0.484  -0.386
28 H -5.724 -1.351 1.206  0.175
29 H -5.695 0.010 -0.742  0.192
30 H -2.118 3.257 -0.291  0.188
31 H 2.422 1.041 -2.518  0.194
32 H 0.630 0.146 3.193  0.264
33 H 2.349 0.207 3.269  0.230
34 H 2.844 -1.818 -2.013  0.210
35 H 0.530 2.358 2.439  0.128
36 H -2.978 -0.274 0.782  0.198
37 H -5.847 -2.415 -0.210  0.198
38 H -3.098 2.947 1.284  0.204
39 H 0.539 -2.459 -2.513  0.195
40 H -2.636 1.227 -1.181  0.186
41 H 3.173 3.966 -0.741  0.210
42 H 1.394 1.706 -0.411  0.207
43 H -4.397 0.783 1.342  0.212
44 H -4.437 -2.413 0.824  0.190
45 H 1.844 -4.003 1.685  0.494
46 H -0.558 3.750 1.974  0.196
47 H 3.554 -2.194 0.356  0.239
48 H -1.444 1.303 2.085  0.196
49 H -4.076 -0.914 -1.323  0.233
50 H -1.556 -0.930 -0.715  0.199
51 H 0.116 3.822 -0.416  0.201
52 H 2.071 3.221 -1.915  0.218
53 H 2.337 2.393 0.929  0.201
54 H -0.051 -4.952 -0.274  0.554
55 H -0.195 -2.342 0.682  0.120
56 H 1.215 -0.620 4.362  0.265
57 H -0.565 1.155 0.420  0.195
58 H 2.168 -0.209 1.012  0.427
59 H 4.380 2.163 -0.767  0.190
60 H 2.273 -3.813 -0.996  0.206
61 H -1.981 -3.028 -1.750  0.491
62 H -3.943 2.086 -0.545  0.220
63 H 4.506 2.688 -2.345  0.204
64 H 4.095 0.437 -2.836  0.197
65 H -1.067 -0.398 -2.497  0.177
66 H 1.191 4.464 0.829  0.196